Record 1
{
  "formula": "C4H13N2O",
  "method": "ωB97M-V/def2-TZVPD",
  "gap_ev": [10.1, 5.3],
  "de_lowest_kcal_mol": 71.1,
  "charge": 2,
  "spin_multiplicity": 2,
  "homo_ev": [-19.525, -19.524],
  "species": ["C", "C", "C", "N", "C", "N", "H", "H", "H", "H", "H", "H", "H", "H", "H", "H", "H", "H", "H", "O"],
  "positions_angstrom": [[1.691404, -2.059793, 0.939984], [0.239551, -1.779920, 0.630131], [-0.114508, -1.405101, -0.864356], [-1.128416, -0.384013, -1.001865], [-0.815151, 0.859931, -0.549493], [-1.634576, 1.846716, -0.693910], [1.927570, -2.471000, 1.925192], [2.144366, -2.678109, 0.169863], [2.205238, -1.089381, 0.940451], [-0.361607, -2.673810, 0.842394], [-0.029387, -0.957252, 1.304190], [0.775037, -1.053056, -1.430539], [-0.399482, -2.329997, -1.361716], [-2.084146, -0.744349, -1.073516], [0.082657, 1.119357, 0.023661], [-1.386003, 2.765576, -0.273697], [-2.496094, 1.738717, -1.230576], [0.679994, 3.238069, 1.180710], [0.230614, 4.500485, 0.228018], [0.472933, 3.556924, 0.295081]],
  "forces_ev_per_a": [[0.4, 1.0, -1.5], [0.8, 0.1, 2.6], [-0.4, 0.1, -2.1], [1.8, -2.0, 1.2], [-1.1, 1.7, 0.4], [0.0, -0.4, -0.1], [-0.6, -0.2, 0.1], [0.2, -0.3, 0.1], [0.3, -0.2, 0.0], [-0.4, 0.2, -0.3], [-0.5, -0.2, -0.2], [0.2, 0.2, 0.8], [-0.5, 0.2, -0.1], [-0.2, 0.6, -0.4], [0.1, -0.7, -0.6], [0.3, -0.3, -0.3], [-0.1, 0.3, 0.1], [0.1, 1.1, 0.2], [0.6, -0.5, 0.8], [-0.9, -0.7, -0.9]]
}

=====

Record 2
{
  "formula": "C24H58BO13",
  "method": "ωB97M-V/def2-TZVPD",
  "gap_ev": 7.2,
  "charge": -1,
  "homo_ev": -5.102,
  "species": ["B", "C", "C", "O", "O", "C", "C", "O", "H", "H", "H", "H", "H", "H", "H", "H", "C", "O", "C", "C", "O", "C", "H", "H", "H", "H", "H", "H", "H", "H", "H", "H", "C", "O", "C", "C", "O", "C", "H", "H", "H", "H", "H", "H", "H", "H", "H", "H", "C", "O", "C", "C", "O", "C", "H", "H", "H", "H", "H", "H", "H", "H", "H", "H", "C", "O", "C", "C", "O", "C", "H", "H", "H", "H", "H", "H", "H", "H", "H", "H", "C", "O", "C", "C", "O", "C", "H", "H", "H", "H", "H", "H", "H", "H", "H", "H"],
  "positions_angstrom": [[-6.614443, 3.367654, 1.354704], [-5.175125, 3.970985, 1.965201], [-3.986961, 3.045636, 1.851854], [-3.854987, 2.349825, 0.932710], [-2.931328, 2.991390, 2.802643], [-3.295778, 3.347962, 4.083750], [-3.157134, 4.839009, 4.414189], [-3.660736, 2.589953, 4.888628], [-6.460666, 2.479382, 0.553155], [-7.237824, 4.287781, 0.852909], [-7.227586, 2.908564, 2.308416], [-4.947732, 4.879313, 1.385865], [-5.387281, 4.306564, 2.987298], [-2.693940, 4.985500, 5.392022], [-4.173567, 5.233702, 4.436227], [-2.559344, 5.346774, 3.653804], [1.751166, 5.046740, 0.957734], [0.592119, 4.806259, 1.730325], [0.086322, 3.480304, 1.569075], [0.435442, 2.610954, 2.755758], [1.838409, 2.356876, 2.824364], [2.486658, 3.137492, 3.809250], [2.166896, 6.006789, 1.265063], [2.507427, 4.272076, 1.111824], [1.493049, 5.101873, -0.105861], [0.451450, 3.034670, 0.639059], [-0.999452, 3.558055, 1.501403], [-0.059015, 1.642720, 2.638117], [0.075057, 3.062668, 3.684908], [2.212153, 2.784762, 4.810049], [2.240333, 4.197899, 3.711312], [3.562273, 3.017104, 3.679122], [-0.666451, -2.575339, -0.770582], [-0.839948, -1.181938, -0.595601], [-2.209588, -0.815629, -0.422085], [-2.529676, -0.518663, 1.024804], [-2.465176, -1.702174, 1.823422], [-1.282242, -1.773439, 2.593210], [0.401374, -2.792224, -0.723021], [-1.173921, -3.146800, 0.011293], [-1.040348, -2.882531, -1.753144], [-2.872135, -1.595016, -0.811792], [-2.373255, 0.092969, -1.008074], [-3.552120, -0.143817, 1.087305], [-1.865940, 0.255283, 1.417820], [-1.312178, -1.035593, 3.402896], [-0.390817, -1.610201, 1.980459], [-1.226441, -2.770561, 3.031880], [0.566885, -4.266151, -4.037880], [-0.195245, -5.024912, -3.113940], [-0.906240, -6.087596, -3.731667], [-0.233349, -7.421464, -3.484756], [1.014089, -7.508575, -4.161995], [2.121288, -7.327489, -3.296313], [1.205758, -3.590749, -3.470107], [1.197241, -4.905258, -4.661372], [-0.095291, -3.668316, -4.673778], [-1.025862, -5.905194, -4.804095], [-1.903072, -6.107584, -3.279108], [-0.870476, -8.216489, -3.885627], [-0.108936, -7.597489, -2.412243], [2.236152, -8.197579, -2.641078], [2.016169, -6.423439, -2.691780], [3.015258, -7.233889, -3.911968], [9.711407, 2.819841, 4.943160], [8.991193, 1.774226, 4.315985], [7.627585, 1.725614, 4.719769], [6.714527, 2.301686, 3.658084], [6.901625, 3.704470, 3.520463], [7.660234, 4.047725, 2.374169], [10.683857, 2.895269, 4.457480], [9.196237, 3.778722, 4.846948], [9.866645, 2.590250, 6.003041], [7.484335, 2.241813, 5.673578], [7.375726, 0.670610, 4.865211], [5.676378, 2.147133, 3.966658], [6.861007, 1.791437, 2.701777], [7.072357, 3.877586, 1.466287], [8.591318, 3.477736, 2.321663], [7.902748, 5.107917, 2.439044], [-2.736102, -3.581988, -7.331549], [-2.924358, -2.188968, -7.166769], [-4.291370, -1.834757, -6.987217], [-4.599223, -1.533441, -5.535456], [-4.518074, -2.706112, -4.738043], [-3.322498, -2.768841, -3.978157], [-1.665548, -3.783037, -7.289276], [-3.231466, -4.152127, -6.541252], [-3.113746, -3.902833, -8.308940], [-4.950894, -2.621417, -7.366085], [-4.467442, -0.931572, -7.579911], [-5.627734, -1.166536, -5.462132], [-3.935635, -0.752715, -5.153147], [-3.348368, -2.030533, -3.171248], [-2.440063, -2.602884, -4.602298], [-3.256019, -3.763667, -3.537796]],
  "forces_ev_per_a": [[0.0, -0.2, 0.4], [0.1, 0.2, 0.5], [-1.6, 1.8, 1.0], [1.2, -2.1, -2.7], [-0.5, 0.1, 0.8], [1.0, 3.0, -1.0], [0.3, -0.3, -0.5], [-0.8, -2.4, 1.6], [0.2, -0.1, -0.3], [-0.1, 0.2, 0.0], [-0.2, 0.0, 0.1], [0.3, -0.2, 0.1], [0.3, -0.1, -0.1], [-0.1, -0.2, 0.0], [0.2, 0.2, 0.0], [-0.2, 0.1, 0.1], [-0.1, 0.1, 0.1], [0.3, -0.1, -0.1], [-0.3, 0.3, 0.2], [0.1, -0.3, -0.3], [0.0, 0.2, 0.1], [0.0, -0.1, -0.1], [-0.1, 0.0, 0.0], [0.0, 0.0, 0.0], [0.1, 0.0, 0.0], [0.1, 0.0, 0.0], [0.0, -0.1, 0.0], [-0.1, 0.0, 0.0], [0.0, 0.0, 0.0], [0.0, 0.1, 0.1], [0.0, 0.0, 0.0], [0.0, 0.0, 0.0], [0.0, 0.2, -0.1], [-0.1, -0.2, 0.0], [0.3, 0.4, 0.0], [-0.5, -0.3, 0.0], [0.3, 0.0, 0.0], [-0.1, 0.0, 0.0], [0.0, 0.1, 0.0], [0.0, 0.0, 0.0], [0.0, -0.1, 0.0], [0.0, -0.1, 0.1], [-0.1, 0.0, 0.0], [0.1, 0.1, 0.0], [0.0, 0.0, 0.0], [0.1, 0.0, 0.0], [0.0, 0.0, 0.0], [-0.1, 0.0, 0.0], [0.0, 0.1, 0.1], [0.1, -0.1, -0.2], [-0.1, 0.1, 0.5], [0.0, -0.1, -0.4], [0.1, 0.1, 0.2], [0.0, 0.0, -0.1], [-0.1, 0.0, 0.1], [0.0, 0.0, 0.0], [0.1, 0.0, -0.1], [0.1, 0.0, 0.0], [0.0, -0.1, 0.0], [0.0, 0.0, 0.0], [0.0, 0.1, 0.0], [0.0, 0.1, 0.1], [0.0, 0.0, 0.0], [0.0, 0.0, 0.0], [0.0, -0.1, 0.0], [0.0, 0.2, 0.1], [0.1, -0.3, -0.3], [-0.2, 0.3, 0.3], [0.2, -0.1, -0.1], [-0.1, 0.1, 0.0], [0.0, -0.1, 0.0], [0.0, 0.0, 0.0], [0.0, 0.1, 0.0], [0.0, 0.1, 0.0], [0.0, 0.0, 0.0], [0.0, -0.1, 0.0], [0.1, 0.0, 0.0], [0.1, 0.0, -0.1], [0.0, 0.0, 0.0], [-0.1, 0.0, 0.0], [0.1, 0.1, 0.0], [-0.1, -0.2, 0.0], [0.3, 0.4, 0.0], [-0.4, -0.3, 0.0], [0.2, 0.0, -0.1], [-0.1, -0.1, 0.1], [0.0, 0.1, 0.0], [0.0, 0.0, 0.0], [0.0, -0.1, 0.0], [0.0, 0.0, 0.1], [0.0, 0.0, 0.0], [0.0, 0.1, 0.0], [0.0, 0.0, 0.0], [0.1, 0.0, 0.0], [0.0, 0.1, 0.0], [-0.1, 0.0, 0.0]]
}

=====

Record 3
{
  "formula": "C3H11NOS2",
  "method": "ωB97M-V/def2-TZVPD",
  "smiles": "CSSCCN.O",
  "gap_ev": 8.8,
  "de_lowest_kcal_mol": 28.8,
  "homo_ev": -8.834,
  "species": ["N", "C", "C", "S", "S", "C", "H", "H", "H", "H", "H", "H", "H", "H", "H", "H", "H", "O"],
  "positions_angstrom": [[1.197439, -0.475702, 1.461271], [0.147080, -1.498155, 1.087702], [0.268725, -1.884858, -0.349642], [-0.070729, -0.292446, -1.303911], [-0.758236, 1.491457, -0.166679], [-2.567481, 1.338584, -0.650997], [0.739715, 0.239120, 1.958628], [1.772802, -0.812708, 2.174613], [0.257863, -2.329561, 1.757006], [-0.776832, -1.048285, 1.276835], [1.296822, -2.194331, -0.496312], [-0.409064, -2.747224, -0.624512], [-3.093384, 1.935968, 0.097890], [-2.712882, 1.520819, -1.661665], [-2.789631, 0.245501, -0.635616], [2.026711, 2.798149, -1.461167], [2.656893, 1.495651, -0.943347], [2.814189, 2.218021, -1.520098]],
  "forces_ev_per_a": [[-1.0, -0.7, -1.5], [2.0, 0.5, 1.0], [-0.8, 0.4, 0.2], [0.0, 0.5, -0.4], [-0.4, -2.3, -1.1], [1.4, -1.8, 2.0], [-0.9, 1.4, 0.2], [1.4, -1.2, 1.0], [-0.1, -0.8, 0.2], [-1.7, 0.5, 0.3], [0.2, 0.2, -0.6], [0.4, 1.3, 0.1], [-0.3, -0.2, -0.5], [-0.2, 1.4, -1.7], [0.0, 0.8, 0.8], [0.7, -0.7, 0.0], [-0.5, -1.1, 0.9], [-0.3, 1.7, -0.9]]
}

=====

Repeat the first record exactly.
{
  "formula": "C4H13N2O",
  "method": "ωB97M-V/def2-TZVPD",
  "gap_ev": [10.1, 5.3],
  "de_lowest_kcal_mol": 71.1,
  "charge": 2,
  "spin_multiplicity": 2,
  "homo_ev": [-19.525, -19.524],
  "species": ["C", "C", "C", "N", "C", "N", "H", "H", "H", "H", "H", "H", "H", "H", "H", "H", "H", "H", "H", "O"],
  "positions_angstrom": [[1.691404, -2.059793, 0.939984], [0.239551, -1.779920, 0.630131], [-0.114508, -1.405101, -0.864356], [-1.128416, -0.384013, -1.001865], [-0.815151, 0.859931, -0.549493], [-1.634576, 1.846716, -0.693910], [1.927570, -2.471000, 1.925192], [2.144366, -2.678109, 0.169863], [2.205238, -1.089381, 0.940451], [-0.361607, -2.673810, 0.842394], [-0.029387, -0.957252, 1.304190], [0.775037, -1.053056, -1.430539], [-0.399482, -2.329997, -1.361716], [-2.084146, -0.744349, -1.073516], [0.082657, 1.119357, 0.023661], [-1.386003, 2.765576, -0.273697], [-2.496094, 1.738717, -1.230576], [0.679994, 3.238069, 1.180710], [0.230614, 4.500485, 0.228018], [0.472933, 3.556924, 0.295081]],
  "forces_ev_per_a": [[0.4, 1.0, -1.5], [0.8, 0.1, 2.6], [-0.4, 0.1, -2.1], [1.8, -2.0, 1.2], [-1.1, 1.7, 0.4], [0.0, -0.4, -0.1], [-0.6, -0.2, 0.1], [0.2, -0.3, 0.1], [0.3, -0.2, 0.0], [-0.4, 0.2, -0.3], [-0.5, -0.2, -0.2], [0.2, 0.2, 0.8], [-0.5, 0.2, -0.1], [-0.2, 0.6, -0.4], [0.1, -0.7, -0.6], [0.3, -0.3, -0.3], [-0.1, 0.3, 0.1], [0.1, 1.1, 0.2], [0.6, -0.5, 0.8], [-0.9, -0.7, -0.9]]
}